# C23H26N3O5S

The ion C23H26N3O5S with charge +1 (ωB97M-V/def2-TZVPD, the OMol25 dataset).

Each line ends with the Mulliken charge.
Atoms and positions in Å:
C 0.917 5.054 -1.421  -1.30
C 1.368 3.596 -1.372  -0.47
N 1.113 2.849 -0.136  0.26
C -0.289 2.483 0.076  -1.02
H -0.958 3.323 -0.139  0.16
C -0.723 1.283 -0.784  -1.39
N -0.463 -0.017 -0.171  0.47
C -1.456 -0.968 0.105  0.92
O -1.099 -2.118 0.289  -0.68
C -2.858 -0.551 0.174  -0.07
C -3.807 -1.455 -0.305  -0.86
C -5.160 -1.171 -0.226  0.33
C -5.580 0.043 0.348  0.54
C -4.630 0.907 0.889  -0.93
C -3.285 0.622 0.804  -0.19
H -2.576 1.287 1.269  0.50
H -4.980 1.806 1.371  0.48
O -6.881 0.402 0.404  -0.46
C -7.746 -0.400 -0.383  -0.45
C -7.372 -1.874 -0.246  -0.44
H -8.011 -2.504 -0.865  0.34
O -6.047 -2.085 -0.695  -0.45
H -7.459 -2.178 0.805  0.29
H -8.756 -0.209 -0.020  0.34
H -7.667 -0.097 -1.434  0.29
H -3.496 -2.388 -0.746  0.51
C 0.820 -0.466 -0.107  0.18
N 1.860 0.338 -0.271  0.29
C 3.074 -0.298 -0.166  0.07
C 4.327 0.316 -0.282  -1.61
C 5.402 -0.521 -0.141  1.01
C 5.259 -1.907 0.106  0.87
C 4.034 -2.512 0.224  -1.27
C 2.931 -1.668 0.080  0.77
S 1.233 -2.108 0.179  -0.14
H 3.930 -3.565 0.413  0.49
O 6.486 -2.467 0.197  -0.46
C 7.423 -1.426 0.004  -0.27
O 6.717 -0.216 -0.203  -0.48
H 8.063 -1.333 0.893  0.26
H 8.046 -1.645 -0.876  0.26
H 4.438 1.369 -0.470  0.50
H -0.207 1.308 -1.749  0.52
H -1.795 1.336 -0.974  0.62
H -0.410 2.216 1.128  0.68
C 1.778 3.377 1.064  -0.57
C 1.044 4.456 1.859  -1.25
H 0.812 5.325 1.253  0.29
H 1.685 4.775 2.677  0.43
H 0.120 4.079 2.289  0.28
H 2.748 3.762 0.746  0.51
H 1.960 2.526 1.732  0.32
H 1.718 1.408 -0.322  0.32
H 0.880 3.053 -2.186  0.34
H 2.446 3.555 -1.552  0.28
H -0.128 5.160 -1.141  0.29
H 1.030 5.420 -2.437  0.44
H 1.525 5.678 -0.773  0.31

Properties
M ... 456.54 g mol⁻¹
Multiplicity ... 1
Kohn-Sham gap ... 0.29446 Eh
LUMO ... -2.703 eV
HOMO level ... -10.7 eV
Relative energy (zero: lowest compared OMol25 entry of this formula, charge and spin) ... 0.0 kJ/mol
Net charge ... +1

---

# C45H106O16S10

A cluster of 10 separate species, C45H106O16S10 in total (ωB97M-V/def2-TZVPD, the OMol25 dataset).

Each line ends with the Mulliken charge.
Atoms and positions in Å:
C -1.426 -5.328 3.715  -0.75
C -0.437 -4.528 3.231  -0.48
C -0.327 -3.091 3.766  -0.83
O 0.984 -2.825 4.352  -0.46
S 2.179 -2.716 3.260  1.51
O 2.532 -4.011 2.691  -0.75
O 3.346 -2.179 3.946  -0.71
C 1.668 -1.619 1.848  1.75
C 2.115 -0.148 2.060  -1.36
C 1.916 0.444 3.501  -0.42
C 3.254 0.933 4.135  -0.72
C 3.034 2.157 5.094  -0.68
C 3.440 1.816 6.549  -0.84
C 4.961 1.498 6.756  -0.73
C 5.924 2.214 5.773  -0.09
C 6.141 3.724 6.112  -0.67
O 6.556 3.888 7.475  -0.34
C 5.770 4.838 8.169  -0.71
O 2.353 -2.201 0.738  -0.43
C 2.393 -1.352 -0.411  -0.38
C 2.433 -2.306 -1.655  -0.47
O 1.511 -3.381 -1.466  -0.33
C 2.164 -4.626 -1.251  -0.03
C 1.167 -5.811 -1.304  -1.09
C 0.142 -1.784 1.537  -2.63
C -0.805 -2.022 2.746  3.18
C -1.130 -0.712 3.564  -1.90
C -2.187 -2.478 2.142  -1.95
C -2.785 -1.426 1.153  0.04
C -4.336 -1.527 1.149  -1.27
C -5.014 -0.585 2.192  -0.65
C -4.715 0.899 1.785  -0.54
O -3.975 1.528 2.839  -0.26
C -4.464 2.863 3.071  -0.19
C -3.932 3.261 4.477  -1.26
H -1.574 -5.398 4.808  0.27
H -2.135 -5.880 3.081  0.27
H 0.244 -4.930 2.466  0.39
H -1.047 -3.055 4.609  0.72
H 1.614 0.544 1.361  0.16
H 3.202 -0.113 1.862  0.70
H 1.255 1.330 3.423  0.67
H 1.443 -0.242 4.220  -0.13
H 3.956 1.229 3.334  0.36
H 3.733 0.146 4.739  0.22
H 3.611 3.037 4.749  0.22
H 1.977 2.488 5.119  0.49
H 2.877 0.923 6.893  0.30
H 3.187 2.638 7.251  0.38
H 5.188 0.416 6.756  0.40
H 5.222 1.854 7.773  0.42
H 5.660 2.052 4.715  0.14
H 6.920 1.744 5.908  0.17
H 6.984 4.079 5.487  0.34
H 5.242 4.319 5.861  0.38
H 4.703 4.839 7.870  0.28
H 5.809 4.605 9.249  0.26
H 6.158 5.874 8.050  0.29
H 3.348 -0.793 -0.425  0.30
H 1.506 -0.714 -0.550  0.27
H 3.453 -2.639 -1.906  0.41
H 2.001 -1.697 -2.495  0.02
H 3.018 -4.769 -1.942  0.36
H 2.598 -4.625 -0.224  0.15
H 0.211 -5.530 -0.822  0.19
H 1.599 -6.615 -0.681  0.25
H 1.000 -6.179 -2.327  0.34
H -0.181 -0.842 1.053  0.49
H -0.048 -2.592 0.805  0.40
H -2.226 -0.621 3.692  0.33
H -0.691 -0.747 4.577  0.39
H -0.819 0.203 3.028  0.23
H -2.090 -3.420 1.575  0.54
H -2.872 -2.588 3.008  0.64
H -2.454 -1.737 0.139  0.28
H -2.399 -0.403 1.296  0.31
H -4.778 -1.360 0.150  0.40
H -4.584 -2.564 1.462  0.38
H -4.677 -0.818 3.213  0.33
H -6.111 -0.707 2.096  0.43
H -4.072 0.926 0.880  0.24
H -5.652 1.423 1.525  0.53
H -5.569 2.913 3.126  0.32
H -4.039 3.505 2.275  0.23
H -4.328 2.530 5.207  0.28
H -2.838 3.085 4.458  0.32
H -4.182 4.300 4.739  0.35
C 3.165 2.103 -5.128  -0.98
S 2.104 0.820 -4.438  0.66
O 2.978 -0.335 -4.076  -0.65
C 1.288 0.406 -5.984  -0.96
H 3.804 2.482 -4.332  0.33
H 3.783 1.684 -5.924  0.29
H 2.547 2.914 -5.516  0.32
H 2.033 0.097 -6.720  0.42
H 0.734 1.269 -6.344  0.29
H 0.597 -0.412 -5.797  0.26
C -3.790 1.320 -5.920  -0.72
S -2.568 1.738 -4.676  0.60
O -1.246 1.206 -5.149  -0.56
C -3.185 0.595 -3.427  -1.16
H -3.573 1.894 -6.820  0.35
H -3.739 0.253 -6.146  0.44
H -4.784 1.581 -5.551  0.05
H -3.173 -0.425 -3.816  0.38
H -4.201 0.883 -3.151  0.39
H -2.536 0.660 -2.555  0.31
C 10.859 2.001 4.856  -0.93
S 10.198 2.688 3.327  0.43
O 8.822 3.179 3.623  -0.55
C 10.031 1.115 2.473  -0.87
H 11.004 2.817 5.562  0.32
H 10.155 1.279 5.272  0.27
H 11.817 1.521 4.653  0.37
H 9.379 0.453 3.046  0.36
H 11.012 0.664 2.345  0.35
H 9.593 1.301 1.496  0.27
C -9.192 2.277 -4.254  -1.02
S -7.862 1.227 -4.860  0.56
O -6.575 1.908 -4.527  -0.65
C -8.179 1.513 -6.606  -1.04
H -9.156 2.279 -3.165  0.33
H -9.059 3.294 -4.625  0.31
H -10.149 1.874 -4.585  0.38
H -8.110 2.580 -6.825  0.41
H -9.167 1.135 -6.861  0.40
H -7.429 0.974 -7.181  0.29
C -10.859 -2.066 -9.245  -0.96
S -10.059 -2.400 -7.667  0.41
O -9.560 -1.097 -7.140  -0.51
C -8.644 -3.274 -8.354  -0.95
H -11.759 -1.484 -9.055  0.31
H -10.186 -1.498 -9.888  0.30
H -11.130 -3.009 -9.721  0.39
H -8.114 -2.627 -9.054  0.30
H -8.986 -4.178 -8.858  0.38
H -7.980 -3.544 -7.534  0.31
C 12.021 -1.893 -1.016  -0.95
S 11.986 -0.101 -1.191  0.40
O 11.563 0.463 0.122  -0.53
C 10.553 -0.047 -2.280  -0.94
H 12.828 -2.152 -0.333  0.31
H 11.072 -2.243 -0.610  0.31
H 12.208 -2.348 -1.989  0.38
H 9.699 -0.518 -1.792  0.30
H 10.787 -0.562 -3.212  0.38
H 10.324 0.996 -2.490  0.31
C -1.242 5.691 -6.300  -0.87
S -2.229 5.586 -4.797  0.49
O -3.283 4.564 -5.034  -0.53
C -3.003 7.204 -4.969  -1.01
H -0.698 4.754 -6.414  0.20
H -1.893 5.843 -7.161  0.31
H -0.532 6.515 -6.211  0.38
H -3.540 7.259 -5.916  0.30
H -2.237 7.980 -4.922  0.39
H -3.702 7.335 -4.145  0.32
C -8.286 3.918 5.467  -0.93
S -8.410 4.530 3.778  0.45
O -7.031 4.554 3.215  -0.55
C -8.834 6.223 4.223  -0.98
H -7.986 2.872 5.428  0.30
H -7.537 4.492 6.014  0.30
H -9.257 4.000 5.955  0.39
H -8.050 6.647 4.851  0.31
H -9.788 6.232 4.751  0.38
H -8.921 6.804 3.307  0.32
C 2.899 -9.566 -1.983  -0.91
S 2.328 -8.925 -3.567  0.54
O 0.975 -8.348 -3.351  -0.59
C 2.099 -10.532 -4.349  -0.99
H 3.068 -8.722 -1.316  0.28
H 2.143 -10.225 -1.556  0.29
H 3.835 -10.108 -2.128  0.39
H 1.393 -11.128 -3.769  0.31
H 3.060 -11.043 -4.417  0.37
H 1.703 -10.369 -5.350  0.32

Properties
M ... 1224.00 g mol⁻¹
Multiplicity ... 1
Kohn-Sham gap ... 0.31184 Eh
LUMO ... 0.467 eV
HOMO level ... -8.0 eV

---

# C3H3NO2

The molecule C3H3NO2 (ωB97M-V/def2-TZVPD, the OMol25 dataset).

Each line ends with the Mulliken charge.
Atoms and positions in Å:
C 0.607 0.722 0.050  -0.33
O 0.783 0.041 -1.207  -0.31
C -0.184 -0.910 -1.012  0.53
O -0.514 -1.795 -1.731  -0.50
C -0.533 -0.356 0.335  0.38
N -1.276 -0.504 1.339  -0.61
H -0.764 0.311 1.687  0.33
H 1.539 0.706 0.646  0.26
H 0.343 1.786 -0.107  0.26

Properties
M ... 85.06 g mol⁻¹
Multiplicity ... 1
Kohn-Sham gap ... 0.39453 Eh
LUMO ... -0.260 eV
HOMO level ... -11.0 eV
Relative energy (zero: lowest compared OMol25 entry of this formula, charge and spin) ... 258.8 kJ/mol
Structure (SMILES) ... [H]/N=C1\COC1=O

---

# C16H18IKN8O8S2Se

A structure of composition C16H18IKN8O8S2Se (ωB97M-V/def2-TZVPD, the OMol25 dataset).

Each line ends with the Mulliken charge.
Atoms and positions in Å:
K 0.539 -0.416 1.082  0.98
N 2.743 -3.082 -0.357  0.33
N 1.839 -3.738 -0.866  -0.83
C -0.942 -2.460 -0.514  0.20
N -1.288 -3.720 -0.880  -0.40
N -1.831 -1.511 -0.089  -0.28
N -3.139 -1.747 0.028  0.94
O -3.669 -2.845 -0.273  -0.78
O -3.831 -0.817 0.444  -0.71
H 3.293 -2.438 -0.933  0.22
H 2.841 -2.934 0.659  0.25
H 0.962 -4.287 0.775  0.39
H -0.504 -4.349 -0.946  0.29
H -2.198 -4.038 -0.594  0.23
O 3.315 1.352 3.426  -0.75
C 4.301 0.806 2.698  0.27
C 5.469 0.410 3.356  -0.77
C 6.521 -0.138 2.647  -0.26
C 6.436 -0.291 1.264  -0.87
C 5.279 0.098 0.609  -0.06
C 4.199 0.644 1.305  0.11
C 2.917 1.014 0.612  0.50
O 1.947 1.486 1.287  -0.60
N 2.931 0.794 -0.689  -0.40
N 1.809 1.129 -1.418  0.21
C 1.954 0.743 -2.620  0.02
S 3.453 -0.098 -3.114  -0.07
C 2.864 -0.397 -4.813  -0.59
C 1.988 0.769 -5.224  -0.62
S 0.777 1.024 -3.897  -0.13
H 2.566 1.502 2.780  0.33
H 5.517 0.531 4.432  0.41
H 7.412 -0.457 3.176  0.34
H 7.261 -0.724 0.711  0.38
H 5.175 -0.019 -0.463  0.39
H 2.298 -1.329 -4.827  0.28
H 3.744 -0.485 -5.452  0.35
H 1.433 0.575 -6.141  0.38
H 2.578 1.680 -5.332  0.27
I -0.825 2.673 3.127  0.02
C -0.409 3.147 1.122  0.03
C 0.280 4.308 0.819  -0.42
C 0.486 4.578 -0.527  -0.35
C -0.010 3.705 -1.478  -0.32
C -0.681 2.568 -1.048  -0.41
N -0.892 2.301 0.238  -0.25
H 0.644 4.963 1.597  0.40
H 1.036 5.463 -0.825  0.36
H 0.142 3.881 -2.535  0.36
H -1.081 1.846 -1.752  0.52
O 1.310 -2.061 2.387  -0.87
Se -0.003 -3.075 2.471  0.79
O 0.654 -4.569 1.669  -0.72
O 0.244 -2.085 -0.614  -0.36
O -0.120 -3.600 4.015  -0.77

Properties
M ... 759.46 g mol⁻¹
Multiplicity ... 1
Kohn-Sham gap ... 0.22943 Eh
LUMO ... 3.683 eV
HOMO level ... -2.6 eV
Relative energy (zero: lowest compared OMol25 entry of this formula, charge and spin) ... 225.8 kJ/mol
Net charge ... -2

---

# C24H35NO20S3

A structure of composition C24H35NO20S3 (ωB97M-V/def2-TZVPD, the OMol25 dataset).

Each line ends with the Mulliken charge.
Atoms and positions in Å:
C -3.329 3.164 -6.049  -0.31
C -4.067 4.083 -5.099  -0.31
O -4.207 3.340 -3.898  -0.31
S -2.996 2.325 -3.707  1.17
O -3.543 1.055 -3.453  -0.57
O -2.006 2.858 -2.859  -0.52
O -2.463 2.402 -5.199  -0.32
H -2.725 3.655 -6.808  0.28
H -3.967 2.466 -6.601  0.26
H -5.068 4.361 -5.420  0.30
H -3.495 5.012 -5.003  0.28
C 6.323 2.299 -0.556  -0.27
C 6.708 1.035 -1.349  -0.20
O 5.481 0.539 -1.904  -0.30
S 4.419 1.714 -2.042  1.00
O 3.157 1.164 -1.751  -0.31
O 4.657 2.478 -3.204  -0.59
O 4.917 2.499 -0.760  -0.35
H 6.854 3.219 -0.802  0.25
H 6.429 2.175 0.521  0.26
H 7.002 0.263 -0.641  0.20
H 7.443 1.166 -2.137  0.29
C -4.291 3.558 3.064  -0.34
C -4.281 2.329 4.013  -0.01
O -3.346 2.663 5.059  -0.26
S -2.561 3.996 4.655  1.10
O -1.541 3.655 3.734  -0.48
O -2.270 4.787 5.787  -0.61
O -3.810 4.615 3.892  -0.35
H -5.255 3.773 2.627  0.36
H -3.547 3.353 2.288  0.20
H -4.049 1.374 3.551  0.05
H -5.251 2.244 4.513  0.35
C 2.414 -2.324 1.393  -0.45
C 3.497 -2.133 2.241  -0.60
C 4.748 -2.566 1.879  -0.54
C 4.901 -3.214 0.671  0.41
C 3.856 -3.360 -0.202  -0.48
C 2.581 -2.966 0.176  -0.32
N 6.244 -3.633 0.267  0.88
O 6.930 -4.173 1.131  -0.56
O 6.595 -3.423 -0.882  -0.56
H 1.428 -2.073 1.764  0.41
H 3.298 -1.611 3.168  0.44
H 5.593 -2.432 2.542  0.45
H 3.966 -3.850 -1.161  0.42
H 1.770 -3.130 -0.521  0.47
O 0.985 -0.851 3.668  -0.54
C -0.080 -0.720 4.198  0.16
O -0.890 -1.779 4.447  -0.37
C -2.116 -1.313 5.036  -0.34
C -1.718 -0.015 5.713  -0.50
C -0.754 0.555 4.683  0.60
H -2.515 -2.074 5.703  0.35
H -2.857 -1.157 4.246  0.15
H -1.158 -0.278 6.614  0.31
H -2.524 0.653 5.998  0.29
H -0.028 1.270 5.066  0.42
H -1.122 1.006 3.757  -0.48
O 0.013 -2.812 -2.319  -0.52
C -0.769 -3.356 -3.041  0.43
O -0.440 -3.683 -4.313  -0.37
C -1.433 -4.516 -4.941  -0.41
C -2.522 -4.747 -3.886  -0.57
C -2.229 -3.702 -2.816  -0.20
H -0.902 -5.428 -5.200  0.26
H -1.812 -4.026 -5.836  0.28
H -2.388 -5.741 -3.459  0.26
H -3.546 -4.678 -4.242  0.33
H -2.367 -4.090 -1.810  0.31
H -2.769 -2.763 -2.945  0.18
O -2.358 0.404 1.838  -0.63
C -1.628 0.540 0.898  0.41
O -1.026 1.719 0.644  -0.38
C -0.044 1.571 -0.391  -0.29
C 0.144 0.065 -0.592  -0.02
C -1.190 -0.500 -0.106  -0.15
H 0.870 2.151 -0.276  0.38
H -0.457 2.027 -1.299  -0.03
H 0.930 -0.231 0.104  -0.13
H 0.450 -0.128 -1.614  0.46
H -0.944 -1.424 0.415  0.19
H -1.946 -0.679 -0.867  0.22

Properties
M ... 753.73 g mol⁻¹
Multiplicity ... 1
Kohn-Sham gap ... 0.35159 Eh
LUMO ... 0.229 eV
HOMO level ... -9.3 eV
Relative energy (zero: lowest compared OMol25 entry of this formula, charge and spin) ... 0.0 kJ/mol

---

# C5H13BrSi

A cluster of 2 separate species, C5H13BrSi in total (ωB97M-V/def2-TZVPD, the OMol25 dataset).

Each line ends with the Mulliken charge.
Atoms and positions in Å:
C 1.395 -0.334 1.169  -1.44
C -1.101 -0.529 1.669  -1.55
C -0.175 -1.435 -0.416  -1.59
C 0.852 1.643 -1.933  -0.92
C -0.020 -0.260 0.556  1.23
Si -0.324 1.345 -0.518  0.41
Br -3.272 0.537 -1.744  -0.57
H 1.663 0.591 1.556  0.45
H 1.340 -1.179 1.966  0.33
H 2.041 -0.538 0.270  0.36
H -0.681 -1.302 2.317  0.42
H -2.126 -0.704 1.226  0.34
H -1.086 0.357 2.327  0.40
H -1.066 -1.527 -0.968  0.41
H 0.606 -1.515 -1.139  0.45
H -0.188 -2.455 0.133  0.34
H 1.853 1.668 -1.508  0.33
H 0.659 0.712 -2.446  0.30
H 0.597 2.435 -2.636  0.37
H -0.968 2.490 0.118  -0.05

Properties
M ... 181.15 g mol⁻¹
Multiplicity ... 1
Kohn-Sham gap ... 0.28069 Eh
LUMO ... -1.030 eV
HOMO level ... -8.7 eV
Relative energy (zero: lowest compared OMol25 entry of this formula, charge and spin) ... 352.3 kJ/mol